1.
DFT (ωB97M-V with the def2-TZVPD basis set) results for 2 unconnected molecules or ions with the total composition C4H7NO.

Bonds (Å) are listed after each position.
Positions of all 13 atoms, in Å:
1 O -2.806 -0.842 0.135  H7 0.964, H8 0.970
2 C 0.035 -0.888 0.047  C3 1.521, C4 1.764, C6 1.403
3 C 0.252 -0.101 -1.236  C2 1.521, C4 1.472, H9 1.091, H10 1.087
4 C 1.304 0.292 -0.284  C2 1.764, C3 1.472, N5 1.459, C6 1.644, H11 1.083
5 N 0.772 1.333 0.589  C4 1.459, C6 1.443, H12 1.019
6 C 0.388 0.022 1.055  C2 1.403, C4 1.644, N5 1.443, H13 1.089
7 H -2.529 0.080 0.177  O1 0.964
8 H -1.970 -1.329 0.054  O1 0.970
9 H -0.405 0.740 -1.462  C3 1.091
10 H 0.490 -0.727 -2.093  C3 1.087
11 H 2.345 -0.006 -0.263  C4 1.083
12 H 1.490 1.705 1.209  N5 1.019
13 H 0.634 -0.279 2.072  C6 1.089

Kohn-Sham gap	9.3	eV
charge	0
energy above the lowest of the compared OMol25 structures with the same formula, charge and spin	520.8	kJ/mol
multiplicity	1
LUMO energy	0.025	Eh
highest occupied orbital energy	-0.315	hartree
strongest force on any atom	0.57	eV/Å


2.
DFT (ωB97M-V with the def2-TZVPD basis set) results for C4H7NO in the gas phase.

Bonds (Å) are listed after each position.
Positions of all 13 atoms, in Å:
1 C -0.225 1.577 0.821  N2 1.461, H7 1.094, H8 1.093, H9 1.106
2 N -0.697 0.307 0.276  C1 1.461, C3 1.456, C4 1.452
3 C 0.031 -0.822 0.837  N2 1.456, C4 1.480, H10 1.089, H11 1.089
4 C 0.300 -0.358 -0.543  N2 1.452, C3 1.480, C5 1.511, H12 1.089
5 C -0.077 -1.240 -1.711  C4 1.511, O6 1.204, H13 1.115
6 O -0.698 -0.880 -2.677  C5 1.204
7 H -0.674 1.720 1.808  C1 1.094
8 H -0.516 2.406 0.169  C1 1.093
9 H 0.874 1.601 0.942  C1 1.106
10 H 0.756 -0.629 1.626  C3 1.089
11 H -0.566 -1.724 0.962  C3 1.089
12 H 1.178 0.253 -0.748  C4 1.089
13 H 0.316 -2.281 -1.635  C5 1.115

SMILES string	CN1C[C@H]1C=O
Kohn-Sham gap	10.4	eV
charge	0
energy above the lowest of the compared OMol25 structures with the same formula, charge and spin	246.3	kJ/mol
multiplicity	1
LUMO energy	0.035	Eh
highest occupied orbital energy	-0.349	hartree
strongest force on any atom	0.48	eV/Å


| no. | energy (Ha) |
| --- | --- |
| 1 | -286.4333 |
| 2 | -286.5378 |